No. 1
Density functional theory data (the ωB97M-V functional and the def2-TZVPD basis) for a structure of composition C62H71Ge2N2O2RbS4.

HOMO ... -2.29 eV
Kohn-Sham gap ... 6.00 eV
Total charge ... -2
Energy above the lowest of the compared OMol25 structures with the same formula, charge and spin ... 27.4 kJ/mol
E_LUMO ... 3.70 eV

CARTESIAN COORDINATES (ANGSTROEM)
1 Rb 0.00 -1.47 -0.18
2 C 0.63 5.27 -1.75
3 C -0.13 4.27 -0.88
4 C -1.33 4.94 -0.21
5 C -0.48 3.03 -1.68
6 C 0.55 2.16 -2.02
7 C 0.29 0.99 -2.72
8 C -1.00 0.66 -3.12
9 C -1.30 -0.63 -3.82
10 C -2.02 1.54 -2.78
11 C -1.77 2.70 -2.08
12 H 0.92 6.15 -1.17
13 H 0.00 5.59 -2.58
14 H 1.53 4.82 -2.17
15 H 0.56 3.94 -0.08
16 H -2.00 5.37 -0.96
17 H -0.99 5.75 0.44
18 H -1.89 4.23 0.39
19 H 1.56 2.35 -1.69
20 H 1.13 0.32 -2.94
21 H -1.86 -1.30 -3.16
22 H -0.38 -1.14 -4.12
23 H -1.90 -0.46 -4.72
24 H -3.04 1.28 -3.05
25 H -2.60 3.34 -1.81
26 C -3.71 1.09 0.61
27 C -3.12 -0.04 1.39
28 N -2.89 0.01 2.66
29 O -3.26 1.25 3.28
30 C -2.79 -1.30 0.72
31 C -2.55 -2.54 1.53
32 N -2.66 -1.24 -0.58
33 O -2.25 -2.32 -1.20
34 H -3.25 2.03 0.89
35 H -4.78 1.16 0.83
36 H -3.57 0.90 -0.45
37 H -2.88 1.16 4.16
38 H -3.26 -2.58 2.36
39 H -1.54 -2.58 1.98
40 H -2.67 -3.40 0.87
41 C 0.13 -4.97 -2.66
42 C 0.96 -5.19 -1.43
43 C 0.37 -5.16 -0.17
44 C 1.11 -5.35 0.99
45 C 0.43 -5.35 2.32
46 C 2.50 -5.53 0.88
47 C 3.09 -5.64 -0.37
48 C 4.56 -5.95 -0.54
49 C 2.31 -5.45 -1.51
50 C 3.33 -5.65 2.12
51 C 3.46 -6.90 2.70
52 C 4.19 -7.08 3.87
53 C 4.81 -5.97 4.43
54 C 4.72 -4.72 3.83
55 C 3.97 -4.54 2.67
56 Ge 3.59 -2.73 1.90
57 S 1.59 -2.22 2.39
58 S 5.00 -1.04 2.46
59 Ge 4.69 -0.48 0.27
60 S 3.05 0.66 -0.42
61 S 4.31 -2.67 -0.26
62 C 6.43 0.35 -0.36
63 C 7.41 -0.37 -1.04
64 C 8.54 0.26 -1.56
65 C 8.74 1.62 -1.38
66 C 7.79 2.34 -0.68
67 C 6.64 1.73 -0.18
68 C 5.69 2.63 0.54
69 C 5.76 2.73 1.93
70 C 6.83 2.02 2.71
71 C 4.83 3.53 2.59
72 C 3.88 4.27 1.90
73 C 2.84 5.07 2.62
74 C 3.91 4.23 0.51
75 C 4.80 3.43 -0.18
76 C 4.75 3.40 -1.68
77 C 7.37 -1.85 -1.23
78 C 6.77 -2.41 -2.35
79 C 5.96 -1.56 -3.29
80 C 6.88 -3.78 -2.56
81 C 7.57 -4.60 -1.67
82 C 7.70 -6.08 -1.90
83 C 8.14 -4.01 -0.54
84 C 8.06 -2.65 -0.31
85 C 8.66 -2.04 0.92
86 C 5.47 -3.61 4.48
87 C 4.82 -2.74 5.35
88 C 3.35 -2.88 5.62
89 C 5.56 -1.72 5.95
90 C 6.92 -1.56 5.69
91 C 7.69 -0.41 6.29
92 C 7.54 -2.46 4.85
93 C 6.83 -3.48 4.23
94 C 7.51 -4.42 3.28
95 H -0.60 -4.17 -2.51
96 H -0.43 -5.88 -2.92
97 H 0.76 -4.72 -3.52
98 H -0.70 -4.98 -0.08
99 H -0.64 -5.50 2.20
100 H 0.60 -4.39 2.82
101 H 0.82 -6.14 2.97
102 H 4.99 -6.34 0.38
103 H 5.11 -5.05 -0.82
104 H 4.69 -6.69 -1.33
105 H 2.79 -5.50 -2.49
106 H 2.97 -7.75 2.24
107 H 4.28 -8.05 4.33
108 H 5.40 -6.08 5.34
109 H 9.27 -0.34 -2.10
110 H 9.62 2.10 -1.78
111 H 7.93 3.40 -0.51
112 H 7.80 2.14 2.24
113 H 6.63 0.95 2.78
114 H 6.88 2.42 3.73
115 H 4.86 3.58 3.67
116 H 3.09 5.18 3.68
117 H 1.87 4.58 2.56
118 H 2.73 6.07 2.18
119 H 3.19 4.82 -0.05
120 H 4.32 4.32 -2.07
121 H 4.14 2.55 -1.99
122 H 5.74 3.26 -2.12
123 H 6.46 -0.61 -3.50
124 H 4.99 -1.33 -2.85
125 H 5.79 -2.09 -4.23
126 H 6.40 -4.22 -3.42
127 H 7.07 -6.40 -2.74
128 H 7.39 -6.64 -1.02
129 H 8.73 -6.35 -2.13
130 H 8.67 -4.64 0.17
131 H 9.39 -2.72 1.37
132 H 7.88 -1.83 1.66
133 H 9.15 -1.09 0.70
134 H 3.12 -3.88 5.97
135 H 2.77 -2.69 4.72
136 H 3.03 -2.16 6.38
137 H 5.06 -1.02 6.60
138 H 7.06 0.19 6.95
139 H 8.07 0.24 5.51
140 H 8.55 -0.77 6.87
141 H 8.60 -2.35 4.63
142 H 8.58 -4.23 3.24
143 H 7.10 -4.30 2.27
144 H 7.36 -5.46 3.57

Here are the Mulliken charges for atoms 1 to 5, given in e: atom 1 (Rb): 1.016, atom 2 (C): -1.461, atom 3 (C): 1.453, atom 4 (C): -1.822, atom 5 (C): -0.393

***

No. 2
Density functional theory data (the ωB97M-V functional and the def2-TZVPD basis) for a cluster of 9 separate species, C62H76F3N4O in total.

HOMO ... -10.60 eV
Kohn-Sham gap ... 6.79 eV
Total charge ... +1
E_LUMO ... -3.81 eV

CARTESIAN COORDINATES (ANGSTROEM)
1 C -0.56 -1.61 0.77
2 C 1.07 -1.66 0.99
3 C 1.78 -3.07 0.54
4 N 1.44 -3.52 -0.87
5 N 1.40 -2.49 -1.79
6 C 2.49 -1.71 -2.10
7 N 3.93 -1.85 -1.56
8 C 4.83 -0.73 -2.11
9 C 5.89 -0.01 -1.09
10 F 6.67 -1.09 -0.41
11 F 6.88 0.83 -1.85
12 F 5.25 0.80 -0.01
13 C 3.62 0.31 -2.55
14 C 3.99 1.76 -3.21
15 N 2.49 -0.53 -3.10
16 C 2.71 -1.30 -4.38
17 C 2.85 -0.40 -5.74
18 C 1.44 0.18 -6.34
19 C 0.24 0.39 -5.25
20 C -1.00 1.33 -5.87
21 O -2.25 1.18 -5.10
22 C -2.18 1.95 -3.82
23 H -1.11 -2.24 1.62
24 H -0.91 -0.49 0.93
25 H -0.89 -1.92 -0.31
26 H 1.35 -1.49 2.13
27 H 1.51 -0.76 0.37
28 H 2.95 -3.01 0.68
29 H 1.41 -3.90 1.29
30 H 0.52 -4.05 -0.87
31 H 0.47 -2.27 -2.27
32 H 4.33 -2.83 -1.65
33 H 5.49 -0.97 -3.05
34 H 3.17 0.64 -1.49
35 H 3.80 2.59 -2.38
36 H 3.25 2.02 -4.10
37 H 5.12 1.74 -3.57
38 H 3.68 -1.99 -4.32
39 H 1.80 -2.06 -4.51
40 H 3.60 0.50 -5.67
41 H 3.29 -1.12 -6.57
42 H 1.68 1.27 -6.78
43 H 1.02 -0.43 -7.27
44 H -0.21 -0.65 -4.93
45 H 0.59 0.98 -4.28
46 H -0.66 2.47 -5.97
47 H -1.22 0.98 -6.99
48 H -1.71 3.02 -3.94
49 H -3.26 2.06 -3.34
50 H -1.50 1.31 -3.08
51 C 10.50 -1.33 -5.83
52 C 11.03 -0.79 -4.66
53 C 10.18 -0.26 -3.69
54 C 8.80 -0.29 -3.88
55 C 8.27 -0.84 -5.05
56 C 9.12 -1.36 -6.02
57 H 11.17 -1.74 -6.59
58 H 12.11 -0.77 -4.50
59 H 10.59 0.16 -2.78
60 H 8.14 0.11 -3.12
61 H 7.20 -0.86 -5.20
62 H 8.71 -1.78 -6.94
63 C -1.34 2.52 3.80
64 C -1.15 1.15 4.03
65 C -2.22 0.27 3.96
66 C -3.50 0.75 3.65
67 C -3.69 2.11 3.41
68 C -2.61 2.99 3.49
69 H -0.50 3.20 3.86
70 H -0.15 0.78 4.27
71 H -2.07 -0.79 4.15
72 H -4.33 0.06 3.59
73 H -4.68 2.48 3.16
74 H -2.77 4.06 3.31
75 C -1.89 1.91 -11.37
76 C -2.11 0.91 -12.32
77 C -2.82 -0.24 -11.98
78 C -3.33 -0.38 -10.69
79 C -3.12 0.62 -9.74
80 C -2.39 1.76 -10.08
81 H -1.33 2.80 -11.64
82 H -1.72 1.03 -13.33
83 H -2.98 -1.02 -12.72
84 H -3.89 -1.27 -10.42
85 H -3.51 0.51 -8.73
86 H -2.22 2.54 -9.34
87 C -3.76 -3.97 6.78
88 C -3.56 -2.78 6.08
89 C -3.93 -1.56 6.64
90 C -4.48 -1.53 7.92
91 C -4.68 -2.72 8.63
92 C -4.32 -3.94 8.06
93 H -3.48 -4.92 6.33
94 H -3.12 -2.81 5.08
95 H -3.78 -0.64 6.09
96 H -4.77 -0.58 8.37
97 H -5.11 -2.69 9.63
98 H -4.48 -4.86 8.60
99 C -3.99 -7.96 7.02
100 C -3.36 -8.93 7.79
101 C -2.63 -9.95 7.18
102 C -2.52 -9.98 5.79
103 C -3.15 -9.01 5.01
104 C -3.89 -8.00 5.63
105 H -4.57 -7.17 7.50
106 H -3.45 -8.90 8.88
107 H -2.15 -10.71 7.78
108 H -1.95 -10.77 5.31
109 H -3.06 -9.04 3.93
110 H -4.38 -7.24 5.02
111 C 1.80 -0.20 7.85
112 C 2.00 -1.56 8.09
113 C 0.92 -2.44 8.01
114 C -0.35 -1.96 7.70
115 C -0.55 -0.60 7.46
116 C 0.53 0.28 7.54
117 H 2.64 0.49 7.91
118 H 2.99 -1.93 8.32
119 H 1.07 -3.50 8.20
120 H -1.19 -2.65 7.64
121 H -1.54 -0.23 7.22
122 H 0.38 1.34 7.37
123 C 0.59 4.85 -2.82
124 C 0.78 6.03 -3.53
125 C 0.42 7.25 -2.96
126 C -0.14 7.29 -1.68
127 C -0.33 6.10 -0.97
128 C 0.03 4.88 -1.54
129 H 0.87 3.90 -3.27
130 H 1.22 6.01 -4.52
131 H 0.57 8.18 -3.51
132 H -0.42 8.24 -1.23
133 H -0.76 6.12 0.03
134 H -0.13 3.95 -1.00
135 C -4.66 7.85 4.22
136 C -4.47 6.49 4.45
137 C -5.54 5.61 4.38
138 C -6.82 6.09 4.07
139 C -7.01 7.45 3.83
140 C -5.93 8.33 3.91
141 H -3.82 8.54 4.28
142 H -3.47 6.12 4.69
143 H -5.39 4.55 4.57
144 H -7.65 5.40 4.00
145 H -8.00 7.82 3.58
146 H -6.09 9.39 3.73

Here are the Mulliken charges for atoms 1 to 5, given in e: atom 1 (C): -0.775, atom 2 (C): 0.066, atom 3 (C): -0.735, atom 4 (N): -0.461, atom 5 (N): 0.265

***

No. 3
Density functional theory data (the ωB97M-V functional and the def2-TZVPD basis) for a cluster of 16 separate species, C62H86N10O6 in total.

HOMO ... -8.89 eV
Kohn-Sham gap ... 8.97 eV
Total charge ... 0
Energy above the lowest of the compared OMol25 structures with the same formula, charge and spin ... 323.9 kJ/mol
E_LUMO ... 0.07 eV

CARTESIAN COORDINATES (ANGSTROEM)
1 N -1.38 -3.26 -4.53
2 C -0.44 -2.88 -3.57
3 C 0.78 -3.59 -3.36
4 C 1.07 -4.70 -4.14
5 C 0.04 -5.12 -5.02
6 C -1.12 -4.38 -5.27
7 H -0.57 -1.99 -2.98
8 H 1.46 -3.09 -2.68
9 H 2.00 -5.23 -4.00
10 H 0.19 -6.05 -5.55
11 H -1.90 -4.82 -5.87
12 N 3.52 -0.03 -1.82
13 C 4.27 -1.19 -2.00
14 C 5.59 -1.19 -2.54
15 C 6.15 0.10 -2.87
16 C 5.42 1.33 -2.64
17 C 4.11 1.17 -2.05
18 H 3.75 -2.11 -1.75
19 H 6.12 -2.11 -2.72
20 H 7.10 0.13 -3.38
21 H 5.80 2.28 -2.99
22 H 3.54 2.07 -1.86
23 N -4.47 -0.60 -1.73
24 C -5.16 0.54 -2.11
25 C -5.14 1.11 -3.40
26 C -4.30 0.44 -4.34
27 C -3.55 -0.71 -4.06
28 C -3.72 -1.22 -2.73
29 H -5.87 0.89 -1.38
30 H -5.75 1.93 -3.73
31 H -4.23 0.92 -5.31
32 H -3.01 -1.27 -4.80
33 H -3.20 -2.12 -2.43
34 N 0.81 2.71 4.30
35 C -0.11 1.74 4.44
36 C 0.06 0.38 4.10
37 C 1.32 0.06 3.53
38 C 2.24 1.04 3.34
39 C 1.99 2.34 3.76
40 H -1.03 2.17 4.81
41 H -0.76 -0.31 4.14
42 H 1.47 -0.92 3.09
43 H 3.15 0.73 2.85
44 H 2.82 3.03 3.73
45 N -3.49 4.45 4.52
46 C -3.94 3.54 3.69
47 C -5.17 3.64 3.10
48 C -5.98 4.74 3.35
49 C -5.45 5.74 4.13
50 C -4.25 5.58 4.70
51 H -3.37 2.64 3.53
52 H -5.46 2.86 2.40
53 H -6.94 4.80 2.86
54 H -6.07 6.59 4.37
55 H -3.90 6.35 5.37
56 N 1.07 -4.31 2.09
57 C 1.81 -5.34 1.63
58 C 1.58 -5.95 0.38
59 C 0.49 -5.65 -0.38
60 C -0.35 -4.69 0.11
61 C -0.05 -4.05 1.30
62 H 2.60 -5.59 2.31
63 H 2.21 -6.79 0.12
64 H 0.27 -6.16 -1.31
65 H -1.28 -4.44 -0.39
66 H -0.78 -3.40 1.76
67 N 8.15 2.73 2.14
68 C 7.53 1.92 1.24
69 C 6.13 1.97 1.06
70 C 5.35 2.80 1.91
71 C 6.04 3.51 2.88
72 C 7.42 3.54 2.91
73 H 8.21 1.39 0.59
74 H 5.74 1.32 0.29
75 H 4.27 2.87 1.82
76 H 5.50 4.18 3.54
77 H 7.87 4.16 3.67
78 N -2.56 5.65 -0.63
79 C -2.62 4.76 0.38
80 C -2.59 3.39 0.08
81 C -2.50 2.93 -1.26
82 C -2.48 3.85 -2.31
83 C -2.47 5.22 -1.97
84 H -2.87 5.14 1.36
85 H -2.70 2.79 0.97
86 H -2.42 1.86 -1.37
87 H -2.33 3.52 -3.32
88 H -2.48 5.94 -2.78
89 N 2.63 5.97 2.26
90 C 3.50 6.15 1.27
91 C 3.20 5.76 -0.03
92 C 1.99 5.10 -0.37
93 C 1.10 4.91 0.71
94 C 1.45 5.39 1.99
95 H 4.46 6.59 1.49
96 H 3.90 5.95 -0.84
97 H 1.73 4.82 -1.38
98 H 0.15 4.41 0.56
99 H 0.82 5.16 2.83
100 N -3.94 -3.75 1.45
101 C -3.99 -3.77 0.09
102 C -4.84 -4.59 -0.61
103 C -5.62 -5.49 0.13
104 C -5.61 -5.44 1.50
105 C -4.71 -4.57 2.11
106 H -3.44 -3.04 -0.49
107 H -5.00 -4.53 -1.68
108 H -6.30 -6.14 -0.39
109 H -6.23 -6.06 2.13
110 H -4.61 -4.53 3.18
111 C 3.89 -1.56 -5.67
112 C 2.75 -0.66 -5.27
113 O 2.94 0.65 -5.65
114 H 3.73 -2.63 -5.49
115 H 4.85 -1.35 -5.21
116 H 4.13 -1.42 -6.73
117 H 2.51 -0.73 -4.21
118 H 1.87 -0.86 -5.90
119 H 2.99 0.65 -6.61
120 C -5.60 -0.22 2.37
121 C -4.25 0.23 1.78
122 O -3.39 0.25 2.90
123 H -5.98 0.36 3.21
124 H -5.71 -1.28 2.60
125 H -6.31 -0.06 1.56
126 H -4.33 1.17 1.24
127 H -3.88 -0.40 0.98
128 H -3.09 -0.63 3.15
129 C -1.31 -2.69 5.48
130 C -2.25 -3.30 4.40
131 O -2.60 -2.31 3.45
132 H -0.38 -2.36 5.01
133 H -1.20 -3.44 6.26
134 H -1.87 -1.83 5.83
135 H -3.15 -3.76 4.82
136 H -1.75 -4.13 3.90
137 H -3.12 -2.71 2.75
138 C 0.50 1.92 -2.99
139 C -0.27 1.18 -4.09
140 O 0.28 1.61 -5.31
141 H 1.55 1.63 -3.09
142 H 0.04 1.91 -2.00
143 H 0.41 3.00 -3.10
144 H -1.33 1.38 -3.96
145 H -0.19 0.10 -3.92
146 H 1.11 1.14 -5.41
147 C 5.27 -2.10 1.57
148 C 3.91 -2.70 1.33
149 O 3.28 -2.74 2.59
150 H 5.10 -1.05 1.81
151 H 5.78 -2.13 0.61
152 H 5.90 -2.55 2.34
153 H 4.03 -3.64 0.80
154 H 3.39 -1.94 0.73
155 H 2.48 -3.26 2.47
156 C -0.78 -0.32 0.29
157 C 0.75 -0.39 0.02
158 O 1.04 -0.88 -1.26
159 H -1.26 0.31 -0.46
160 H -0.92 0.12 1.28
161 H -1.24 -1.30 0.21
162 H 1.32 -0.90 0.79
163 H 1.06 0.66 0.07
164 H 1.93 -0.58 -1.47

Here are the Mulliken charges for atoms 1 to 5, given in e: atom 1 (N): -0.226, atom 2 (C): -0.038, atom 3 (C): -0.282, atom 4 (C): -0.477, atom 5 (C): -0.445